1.
Formula: C21H24N2O2S
Source: the OMol25 dataset
Level of theory: ωB97M-V/def2-TZVPD

Output
- largest force on an atom (eV/A) = 11.52
- relative energy (zero: lowest compared OMol25 entry of this formula, charge and spin) (kcal/mol) = 307.8
- SMILES string = CCCNC(=O)c1ccc([C@H]2SCC(=O)N2CCc2ccccc2)cc1
- DFT total energy (hartree) = -1472.37436

Each line ends with the natural charge from an NBO analysis.
CARTESIAN COORDINATES (ANGSTROEM)
C: -4.92 -0.22 -0.94  -0.613
C: -4.90 -0.35 0.46  -0.384
C: -4.49 0.63 1.32  -0.282
N: -3.10 0.70 1.20  -0.699
C: -2.48 1.87 0.21  0.703
O: -3.15 2.81 -0.19  -0.580
C: -0.95 1.67 0.11  -0.115
C: -0.50 2.43 -1.04  -0.189
C: 0.80 2.22 -1.41  -0.155
C: 1.77 1.31 -0.51  -0.009
C: 3.18 1.31 -0.59  -0.187
S: 4.17 2.69 0.16  0.177
C: 4.48 1.28 1.70  -0.547
C: 4.35 -0.07 0.93  0.682
O: 4.71 -1.20 1.13  -0.591
N: 3.84 0.17 -0.43  -0.494
C: 3.74 -0.98 -1.35  -0.236
C: 2.28 -1.12 -1.89  -0.431
C: 1.13 -1.67 -0.71  0.018
C: -0.10 -1.51 -1.08  -0.178
C: -1.12 -1.70 -0.31  -0.263
C: -0.84 -2.33 0.86  -0.204
C: 0.56 -2.43 1.35  -0.179
C: 1.50 -2.28 0.41  -0.260
C: 1.23 1.10 0.83  -0.209
C: -0.15 1.11 0.92  -0.204
H: -3.78 -0.11 -1.34  0.196
H: -5.48 0.78 -1.40  0.206
H: -5.53 -0.99 -1.51  0.232
H: -6.05 -0.56 0.76  0.195
H: -4.52 -1.54 0.60  0.188
H: -4.53 0.48 2.38  0.212
H: -4.74 1.52 0.99  0.230
H: -2.29 -0.04 1.24  0.417
H: -1.21 2.78 -1.83  0.248
H: 1.27 2.38 -2.20  0.173
H: 3.35 1.59 -1.68  0.203
H: 5.64 1.39 1.89  0.261
H: 3.92 1.29 2.62  0.238
H: 4.29 -0.92 -2.20  0.204
H: 3.94 -1.81 -0.63  0.254
H: 1.77 -0.29 -2.33  0.225
H: 2.40 -2.20 -2.40  0.238
H: -0.42 -1.04 -2.11  0.197
H: -2.17 -1.68 -0.28  0.237
H: -1.55 -2.57 1.52  0.190
H: 0.83 -2.66 2.34  0.210
H: 2.52 -2.36 0.72  0.224
H: 1.88 0.38 1.58  0.225
H: -0.60 0.73 2.12  0.228

---

2.
Formula: C24H52N5O9S3
Source: the OMol25 dataset
Level of theory: ωB97M-V/def2-TZVPD

Output
- largest force on an atom (eV/A) = 3.87
- charge = -1
- DFT total energy (hartree) = -3091.06139

Each line ends with the Mulliken charge.
CARTESIAN COORDINATES (ANGSTROEM)
O: -0.88 -0.68 3.52  -0.544
C: -0.94 0.50 3.27  0.497
C: -0.43 1.05 1.90  -0.587
S: -1.40 0.46 0.44  1.094
O: -1.29 1.55 -0.55  -0.640
O: -2.79 0.33 0.93  -0.657
N: -0.82 -1.01 -0.10  -0.369
S: -1.34 -1.38 -1.63  0.890
O: -1.48 -2.84 -1.82  -0.527
O: -0.39 -0.93 -2.68  -0.634
S: -3.21 -0.59 -2.16  -0.275
C: -1.49 1.56 4.31  0.364
C: -2.67 1.27 5.11  -0.619
C: -3.14 2.28 6.05  -0.463
C: -2.48 3.56 6.22  -0.317
C: -1.26 3.88 5.45  -0.811
C: -0.80 2.89 4.50  0.136
H: -0.59 2.16 1.90  0.378
H: 0.67 0.91 1.75  0.064
H: -3.00 0.76 -2.30  0.207
H: -3.19 0.30 5.02  0.383
H: -4.05 2.10 6.67  0.319
H: -2.88 4.32 6.93  0.321
H: -0.74 4.85 5.60  0.372
H: 0.12 3.16 3.90  0.296
C: -4.69 4.07 -3.77  -1.460
C: -5.54 2.81 -3.63  0.374
C: -7.05 3.06 -3.79  -0.724
O: -7.68 3.69 -2.67  -0.382
C: -7.47 5.08 -2.58  -0.638
N: -5.23 2.17 -2.35  -0.454
H: -4.70 4.69 -2.87  0.300
H: -3.65 3.80 -3.96  0.346
H: -5.03 4.69 -4.61  0.347
H: -5.24 2.14 -4.44  0.330
H: -7.54 2.09 -3.89  0.342
H: -7.28 3.62 -4.71  0.430
H: -7.44 5.56 -3.57  0.292
H: -6.55 5.29 -2.04  0.218
H: -8.29 5.51 -2.01  0.257
H: -5.70 1.28 -2.31  0.260
H: -5.67 2.72 -1.62  0.207
C: 3.03 2.19 4.61  -1.876
C: 2.96 2.04 3.09  1.025
C: 4.34 1.85 2.42  -0.829
O: 5.12 3.04 2.33  -0.433
C: 5.77 3.41 3.53  -0.665
N: 2.23 3.18 2.53  -0.489
H: 3.33 3.19 4.92  0.334
H: 2.05 2.01 5.05  0.397
H: 3.73 1.47 5.05  0.390
H: 2.38 1.13 2.89  0.146
H: 4.16 1.54 1.39  0.228
H: 4.91 1.05 2.90  0.439
H: 6.11 2.54 4.10  0.297
H: 5.11 4.04 4.14  0.222
H: 6.64 4.01 3.27  0.276
H: 2.09 3.02 1.54  0.280
H: 2.86 3.98 2.56  0.307
C: 7.08 -1.29 -2.67  -1.408
C: 7.19 -1.23 -1.15  0.364
C: 5.92 -1.67 -0.41  -0.767
O: 4.86 -0.72 -0.43  -0.261
C: 4.12 -0.69 -1.64  -0.732
N: 7.60 0.13 -0.76  -0.755
H: 6.53 -0.45 -3.08  0.285
H: 8.07 -1.27 -3.12  0.355
H: 6.58 -2.21 -2.99  0.348
H: 7.99 -1.92 -0.86  0.395
H: 6.18 -1.79 0.65  0.343
H: 5.57 -2.65 -0.75  0.396
H: 4.02 -1.68 -2.09  0.314
H: 4.59 0.00 -2.35  0.237
H: 3.13 -0.30 -1.43  0.283
H: 7.79 0.14 0.24  0.273
H: 6.79 0.73 -0.86  0.341
C: -0.04 -6.65 -2.92  -1.359
C: -0.90 -7.90 -2.75  0.366
C: -2.41 -7.64 -2.90  -0.698
O: -3.01 -6.99 -1.79  -0.456
C: -2.79 -5.59 -1.73  -0.657
N: -0.58 -8.52 -1.46  -0.742
H: -0.03 -6.02 -2.03  0.265
H: 1.00 -6.93 -3.11  0.366
H: -0.38 -6.04 -3.77  0.337
H: -0.62 -8.59 -3.55  0.366
H: -2.91 -8.61 -2.97  0.350
H: -2.64 -7.10 -3.83  0.400
H: -2.77 -5.13 -2.72  0.313
H: -1.86 -5.38 -1.20  0.219
H: -3.60 -5.13 -1.16  0.353
H: -1.07 -9.41 -1.40  0.265
H: -1.02 -7.95 -0.73  0.332